[1]
The following is a DFT calculation (the ωB97M-V functional and the def2-TZVPD basis) of 6 unconnected molecules or ions with the total composition C26H30N6 in a non-equilibrium geometry.

Computed properties:
- Net charge: -1
- Spin multiplicity: 2
- Kohn-Sham gap (alpha / beta): 2.0 / 6.4 eV
- Largest force on an atom: 4.04 eV/Å
- Molecular weight: 426.57 g mol⁻¹

Geometry (Å):
N (0.68464, -1.32256, -0.29272)
C (-0.65436, -1.29303, -0.55929)
C (-1.06126, 0.04619, -0.45098)
C (0.09404, 0.75637, -0.04351)
C (1.08521, -0.12853, 0.19093)
H (1.20845, -2.18091, -0.19796)
H (-1.20083, -2.13894, -0.94944)
H (-2.06858, 0.42366, -0.54703)
H (0.01651, 1.79009, 0.25950)
H (2.10305, 0.00086, 0.52807)
N (-4.26909, 5.50333, -1.63467)
C (-3.56829, 4.30528, -1.67466)
C (-3.92844, 3.73857, -0.41286)
C (-4.78919, 4.53146, 0.30599)
C (-4.83992, 5.67168, -0.40550)
H (-4.36825, 6.23453, -2.32432)
H (-3.13175, 3.96866, -2.60338)
H (-3.50746, 2.81811, -0.03609)
H (-5.18270, 4.27856, 1.27944)
H (-5.42078, 6.57442, -0.28673)
N (-5.69172, -2.55944, -3.24075)
C (-5.37885, -3.10953, -2.04021)
C (-4.21606, -2.47036, -1.55923)
C (-3.73458, -1.68680, -2.61077)
C (-4.65521, -1.76262, -3.62291)
H (-6.58925, -2.73615, -3.66891)
H (-6.11028, -3.68351, -1.49069)
H (-3.75593, -2.58522, -0.58893)
H (-2.89305, -1.03302, -2.43535)
H (-4.70824, -1.13132, -4.49758)
N (3.76926, 2.89325, -0.54768)
C (4.14863, 2.67570, 0.77177)
C (3.24758, 3.25769, 1.58627)
C (2.11863, 3.56167, 0.83108)
C (2.56366, 3.51958, -0.45499)
H (4.18657, 2.74216, -1.45493)
H (5.03172, 2.05555, 0.81598)
H (3.35050, 3.30256, 2.66041)
H (1.20935, 4.00039, 1.21464)
H (1.94772, 3.95103, -1.23015)
N (2.31684, -1.41439, 5.82848)
C (2.65951, -1.69848, 4.59095)
C (2.36429, -0.80409, 3.58467)
C (1.80178, 0.50874, 3.90453)
C (1.47048, 0.71675, 5.22322)
C (1.75390, -0.23068, 6.18010)
H (3.05276, -2.65249, 4.27214)
H (2.62223, -0.96837, 2.54887)
H (1.68862, 1.31261, 3.19221)
H (1.11981, 1.71779, 5.42656)
H (1.41055, -0.02418, 7.18303)
N (4.35654, -3.84165, -0.83815)
C (4.59787, -3.72951, -2.13321)
C (3.80901, -4.39751, -3.11637)
C (2.60746, -4.97938, -2.62403)
C (2.22282, -4.89647, -1.29547)
C (3.09890, -4.29465, -0.44109)
H (5.55000, -3.24472, -2.29077)
H (4.13832, -4.55605, -4.13265)
H (1.99479, -5.52931, -3.32306)
H (1.38214, -5.47921, -0.94896)
H (2.93991, -4.29416, 0.62715)

=====

[2]
The following is a DFT calculation (the ωB97M-V functional and the def2-TZVPD basis) of a molecular structure, C26H30N6OW in a non-equilibrium geometry.

Computed properties:
- Net charge: +2
- Kohn-Sham gap (alpha / beta): 6.6 / 6.7 eV
- Largest force on an atom: 4.70 eV/Å
- Molecular weight: 626.41 g mol⁻¹

Geometry (Å):
W (-0.00003, -1.29620, -1.66606)
C (-4.29593, 0.85390, 3.41464)
C (-3.17043, 0.31130, 2.59084)
C (-1.84663, 0.54240, 2.95224)
C (-0.80243, 0.04240, 2.16684)
C (-1.02223, -0.71660, 0.99464)
N (-0.00003, -1.29620, 0.30304)
C (1.02197, -1.87590, 0.99474)
C (0.80197, -2.63460, 2.16714)
C (1.84587, -3.13480, 2.95264)
C (3.16977, -2.90440, 2.59124)
C (4.29497, -3.44730, 3.41524)
C (3.42457, -2.22560, 1.39484)
C (2.37087, -1.74310, 0.58194)
N (2.72447, -1.12960, -0.66076)
C (3.90507, -0.44450, -0.93436)
C (3.87027, -0.07380, -2.25666)
C (2.66867, -0.61190, -2.73286)
N (2.00897, -1.29620, -1.80486)
C (-2.37103, -0.85000, 0.58184)
C (-3.42493, -0.36790, 1.39454)
N (-2.72413, -1.46390, -0.66066)
C (-3.90383, -2.15050, -0.93426)
C (-3.86853, -2.52150, -2.25616)
C (-2.66783, -1.98180, -2.73276)
N (-2.00903, -1.29620, -1.80486)
H (-4.00263, 0.95050, 4.46534)
H (-5.16033, 0.18220, 3.38114)
H (-4.59593, 1.83750, 3.04074)
H (-1.60093, 1.10030, 3.84984)
H (0.22237, 0.22410, 2.48814)
H (-0.22293, -2.81580, 2.48854)
H (1.59997, -3.69240, 3.85054)
H (4.00177, -3.54310, 4.46604)
H (5.15987, -2.77610, 3.38124)
H (4.59427, -4.43130, 3.04184)
H (4.45597, -2.12360, 1.07204)
H (4.61167, -0.23150, -0.14866)
H (4.59977, 0.51270, -2.79236)
H (2.24057, -0.55090, -3.72356)
H (-4.45633, -0.47040, 1.07174)
H (-4.61023, -2.36420, -0.14816)
H (-4.59713, -3.10930, -2.79176)
H (-2.23953, -2.04240, -3.72326)
O (-0.00003, 0.68530, -1.66606)
C (-0.11953, 1.69570, -2.34526)
C (-1.41333, 2.45640, -2.47446)
C (-1.50263, 3.49540, -1.34946)
C (-0.27643, 4.41820, -1.17246)
C (0.99667, 3.70600, -0.67226)
C (1.79677, 2.95170, -1.74996)
N (0.95287, 2.44190, -2.80486)
H (-2.24953, 1.75050, -2.41866)
H (-1.46683, 2.94140, -3.45556)
H (-1.68653, 2.97600, -0.40016)
H (-2.38453, 4.12090, -1.53366)
H (-0.54763, 5.17080, -0.42116)
H (-0.07273, 4.96510, -2.10026)
H (0.71937, 3.00650, 0.12724)
H (1.66607, 4.44010, -0.20726)
H (2.34157, 2.11570, -1.29606)
H (2.52777, 3.61810, -2.21856)
H (0.71807, 3.14290, -3.49636)
H (-0.00003, -3.04220, -1.66606)

=====

[3]
The following is a DFT calculation (the ωB97M-V functional and the def2-TZVPD basis) of a molecular structure, C26H30NS3TeTi.

Computed properties:
- Net charge: +3
- Kohn-Sham gap: 6.4 eV
- Largest force on an atom: 0.39 eV/Å
- Molecular weight: 628.20 g mol⁻¹
- ΔE to the lowest compared entry with this formula, charge and spin: 5.0 kcal per mole

Geometry (Å):
Ti (-0.27271, 0.94792, 1.67348)
C (-2.02008, 3.35421, -0.28546)
C (-3.06820, 3.03841, 0.77060)
S (-2.33826, 2.30102, 2.26883)
C (-3.19358, 0.69102, 2.49354)
C (-2.94573, -0.38613, 1.44268)
S (-1.21118, -1.01597, 1.26541)
C (-1.85921, -0.34312, -2.30668)
C (-2.18301, 1.06320, -1.82604)
S (-0.99003, 1.93128, -0.73107)
H (-1.33650, 4.13837, 0.04138)
H (-2.50396, 3.71508, -1.19480)
H (-3.84279, 2.36302, 0.40780)
H (-3.55810, 3.95701, 1.09403)
H (-4.26031, 0.90523, 2.57549)
H (-2.87479, 0.35390, 3.48086)
H (-3.26870, -0.05052, 0.45949)
H (-3.54965, -1.25732, 1.69866)
H (-2.00919, -1.10222, -1.54175)
H (-2.54175, -0.56155, -3.12931)
H (-3.14669, 1.03331, -1.31780)
H (-2.29496, 1.73782, -2.67564)
N (-0.00920, 0.79415, 3.78309)
C (1.01956, 1.73171, 4.24037)
C (0.75949, 2.52185, 5.34648)
C (1.74983, 3.36105, 5.83152)
C (2.98929, 3.38712, 5.20966)
C (3.23060, 2.59727, 4.09672)
C (2.24617, 1.75379, 3.57848)
C (2.53141, 1.01751, 2.31654)
C (3.81077, 0.49843, 2.11435)
C (4.22233, 0.07357, 0.86184)
C (3.37424, 0.18182, -0.23812)
C (2.08245, 0.63203, -0.05569)
C (1.62212, 0.98806, 1.22544)
H (-0.84384, 0.92869, 4.35228)
H (0.28516, -0.17092, 3.95999)
H (-0.19892, 2.46376, 5.85056)
H (1.55690, 3.97852, 6.69763)
H (3.77012, 4.03388, 5.58513)
H (4.18815, 2.66519, 3.59832)
H (4.50467, 0.46344, 2.94433)
H (5.22787, -0.30487, 0.73296)
H (3.73444, -0.06802, -1.22743)
H (1.43573, 0.72361, -0.91742)
C (-0.54454, -1.61803, -4.99004)
Te (0.08080, -0.71972, -3.15959)
C (0.32734, -2.70163, -2.41884)
C (0.29214, -3.58058, -3.64764)
C (0.66711, -4.91715, -3.54898)
C (0.60782, -5.73262, -4.66568)
C (0.18414, -5.21800, -5.88527)
C (-0.17879, -3.88657, -5.99124)
C (-0.12919, -3.06515, -4.86881)
H (-0.04822, -1.08801, -5.80135)
H (-1.62260, -1.47270, -5.07657)
H (-0.48941, -2.88904, -1.71924)
H (1.27386, -2.74742, -1.88234)
H (1.00616, -5.31892, -2.60233)
H (0.90193, -6.77012, -4.58862)
H (0.14780, -5.85418, -6.75867)
H (-0.49628, -3.48578, -6.94554)